The following is a quantum chemistry calculation of one molecule with the formula C18H21ClN2O4S, from the Open Molecules 2025 dataset.

Last column: Mulliken charge in e.
Atoms and positions in Å:
O1 1.88 2.02 -1.81  -0.702
C1 1.71 1.76 -0.64  0.606
N1 2.40 0.80 0.01  -0.100
H1 2.19 0.60 0.98  0.327
C2 3.39 -0.04 -0.63  -0.159
C3 4.75 0.06 0.10  -0.899
H2 4.67 0.77 0.92  0.305
H3 5.53 0.42 -0.57  0.278
C4 5.06 -1.35 0.62  -0.594
H4 5.69 -1.88 -0.09  0.294
H5 5.58 -1.33 1.58  0.365
C5 3.70 -2.03 0.71  -0.620
H6 3.78 -3.12 0.73  0.422
H7 3.17 -1.71 1.60  0.245
C6 2.99 -1.53 -0.54  -0.146
H8 1.91 -1.65 -0.50  -0.269
H9 3.37 -2.05 -1.42  0.342
H10 3.44 0.31 -1.66  0.519
C7 0.67 2.47 0.22  -1.180
H11 0.71 3.54 0.01  0.463
H12 0.85 2.31 1.28  0.213
C8 -0.73 1.95 -0.15  -0.142
N2 -1.73 2.57 0.68  -0.269
S1 -3.29 2.61 0.11  1.344
O2 -3.26 3.19 -1.19  -0.702
O3 -4.07 3.21 1.15  -0.721
C9 -3.76 0.88 -0.05  -0.005
C10 -3.83 0.31 -1.30  -0.228
C11 -4.14 -1.04 -1.42  -0.661
C12 -4.35 -1.78 -0.27  0.386
C13 -4.30 -1.20 0.99  -0.718
C14 -4.00 0.14 1.10  -0.446
H13 -3.96 0.63 2.06  0.442
H14 -4.49 -1.80 1.87  0.485
Cl1 -4.70 -3.47 -0.41  -0.220
H15 -4.20 -1.51 -2.39  0.462
H16 -3.65 0.93 -2.16  0.530
H17 -1.69 2.31 1.65  0.400
C15 -0.76 0.45 -0.05  0.521
C16 -0.73 -0.53 -1.00  -0.363
C17 -0.79 -1.76 -0.30  -0.823
C18 -0.85 -1.44 1.02  -0.653
O4 -0.83 -0.10 1.19  -0.424
H18 -0.90 -2.04 1.91  0.637
H19 -0.79 -2.74 -0.72  0.521
H20 -0.67 -0.39 -2.05  0.474
H21 -0.96 2.24 -1.18  0.465

Output
Net charge = 0
SMILES = O=C(C[C@H](NS(=O)(=O)c1ccc(Cl)cc1)c1ccco1)NC1CCCC1
Energy relative to the best compared isomer or geometry (same formula, charge and spin) = 12.9 kcal/mol

The following is a quantum chemistry calculation of an isolated ion of composition C3H6NS and charge +1, from the Open Molecules 2025 dataset.

Last column: Mulliken charge in e.
Atoms and positions in Å:
C1 -0.10 -1.18 -1.14  0.147
C2 0.81 -0.85 0.07  -0.331
C3 -0.96 0.01 -0.66  -0.363
N1 0.05 0.40 0.41  -0.170
S1 -0.04 -2.30 -2.26  -0.192
H1 0.60 -1.60 0.84  0.262
H2 1.89 -0.80 -0.20  0.323
H3 -1.05 0.65 -1.51  0.291
H4 -2.04 -0.20 -0.31  0.309
H5 -0.34 0.39 1.40  0.370
H6 0.19 1.40 0.22  0.355

Output
Net charge = +1
SMILES = S=C1C[NH2+]C1
Energy relative to the best compared isomer or geometry (same formula, charge and spin) = 4.1 kcal/mol

The following is a quantum chemistry calculation of one molecule with the formula CH4N3P, from the Open Molecules 2025 dataset.

Last column: Mulliken charge in e.
Atoms and positions in Å:
C1 0.70 -1.00 -0.33  -0.663
N1 -1.27 -0.90 -0.04  -0.264
N2 -1.57 0.23 0.04  0.000
N3 -0.69 1.17 -0.02  -0.112
P1 1.07 0.76 -0.10  0.040
H1 0.77 -1.69 0.51  0.299
H2 0.74 -1.46 -1.20  0.432
H3 -1.07 2.10 -0.09  0.252
H4 1.32 0.79 1.23  0.016

Output
Net charge = 0
Energy relative to the best compared isomer or geometry (same formula, charge and spin) = 72.9 kcal/mol

The following is a quantum chemistry calculation of a 8-piece molecular cluster, C51H76N2O24S2 overall, from the Open Molecules 2025 dataset.

Last column: Mulliken charge in e.
Atoms and positions in Å:
C1 0.31 -2.99 3.84  -1.183
C2 0.99 -2.75 2.49  -0.266
C3 0.24 -1.71 1.67  0.755
C4 0.96 -1.48 0.34  -1.804
N1 0.56 -0.34 -0.52  0.171
C5 -0.89 -0.12 -0.63  -0.277
C6 -1.31 0.35 -2.03  -1.187
C7 -2.32 1.51 -2.03  -0.112
C8 -3.78 1.16 -2.37  -1.538
C9 -4.57 0.83 -1.13  -0.630
C10 -5.25 1.86 -0.46  -0.229
C11 -5.99 1.67 0.72  0.997
C12 -6.68 2.86 1.34  -0.129
C13 -6.46 3.09 2.84  -0.982
C14 -7.15 2.11 3.79  -0.388
O1 -8.33 1.58 3.18  -0.565
C15 -6.06 0.38 1.27  -0.397
C16 -5.39 -0.64 0.61  -0.333
C17 -4.67 -0.44 -0.56  0.940
C18 -4.12 -1.75 -0.97  -0.131
O2 -3.68 -2.09 -2.03  -0.567
N2 -4.35 -2.65 0.11  -0.107
C19 -5.30 -2.07 0.98  0.165
O3 -5.95 -2.67 1.78  -0.599
C20 1.24 0.87 -0.25  -0.030
S1 2.02 1.67 -1.42  -0.193
S2 1.12 1.45 1.42  0.013
C21 1.10 3.26 1.36  -0.605
C22 2.38 3.99 1.73  0.209
C23 3.32 4.29 0.56  -0.923
H1 0.63 -3.93 4.29  0.484
H2 -0.78 -3.06 3.73  0.011
H3 0.55 -2.21 4.56  0.343
H4 1.05 -3.71 1.97  -0.041
H5 2.01 -2.44 2.67  0.346
H6 0.14 -0.81 2.26  0.357
H7 -0.75 -2.13 1.45  -0.047
H8 0.85 -2.39 -0.25  0.304
H9 2.03 -1.37 0.52  0.647
H10 -1.22 0.61 0.11  0.386
H11 -1.37 -1.08 -0.44  -0.013
H12 -0.42 0.67 -2.57  0.658
H13 -1.72 -0.49 -2.58  0.509
H14 -2.33 1.99 -1.04  0.616
H15 -1.97 2.27 -2.72  -0.183
H16 -4.23 2.05 -2.80  0.283
H17 -3.84 0.35 -3.09  0.601
H18 -5.19 2.86 -0.85  0.491
H19 -6.27 3.74 0.84  -0.277
H20 -7.74 2.87 1.12  0.461
H21 -5.40 3.15 3.05  0.438
H22 -6.86 4.08 3.05  0.379
H23 -6.48 1.30 4.07  0.132
H24 -7.43 2.63 4.71  0.380
H25 -8.51 0.72 3.56  0.314
H26 -6.61 0.16 2.17  0.676
H27 -3.56 -3.15 0.51  0.327
H28 0.70 3.57 0.40  -0.023
H29 0.34 3.51 2.11  0.473
H30 2.93 3.48 2.51  -0.254
H31 2.09 4.96 2.15  0.374
H32 3.96 5.15 0.76  0.371
H33 3.98 3.44 0.40  0.240
H34 2.77 4.45 -0.36  0.169
C24 -4.81 -2.92 7.61  -1.498
C25 -4.47 -2.17 6.34  0.588
C26 -3.70 -2.97 5.31  -0.543
O4 -2.93 -1.96 4.66  -0.238
C27 -2.74 -0.94 5.53  0.604
O5 -1.99 -0.04 5.36  -0.538
O6 -3.54 -1.10 6.61  -0.371
H35 -5.32 -3.85 7.37  0.372
H36 -3.91 -3.14 8.17  0.364
H37 -5.46 -2.32 8.25  0.362
H38 -5.36 -1.73 5.90  0.181
H39 -4.34 -3.48 4.59  0.407
H40 -3.02 -3.70 5.77  0.301
C28 -6.26 5.03 -3.90  -1.198
C29 -6.51 5.91 -2.71  0.382
C30 -5.84 7.27 -2.75  0.071
O7 -5.61 7.54 -1.35  -0.409
C31 -5.51 6.36 -0.71  0.558
O8 -5.13 6.22 0.40  -0.535
O9 -5.90 5.35 -1.52  -0.204
H41 -6.52 5.56 -4.82  0.380
H42 -5.22 4.73 -3.95  0.134
H43 -6.87 4.12 -3.84  0.388
H44 -7.58 6.00 -2.51  0.227
H45 -6.46 8.05 -3.19  0.340
H46 -4.87 7.23 -3.26  -0.134
C32 5.88 0.15 5.73  -1.402
C33 5.78 1.65 5.60  0.486
C34 4.38 2.22 5.75  -0.405
O10 4.43 3.38 4.91  -0.319
C35 5.38 3.17 3.96  0.701
O11 5.53 3.85 3.00  -0.529
O12 6.11 2.07 4.26  -0.349
H47 5.41 -0.18 6.66  0.368
H48 5.38 -0.34 4.89  0.332
H49 6.92 -0.17 5.73  0.350
H50 6.47 2.14 6.28  0.222
H51 4.13 2.50 6.77  0.310
H52 3.61 1.54 5.36  0.265
C36 0.01 4.67 -3.01  -1.397
C37 -0.53 5.60 -4.06  0.576
C38 -0.46 7.08 -3.71  -0.522
O13 -1.60 7.61 -4.41  -0.341
C39 -2.49 6.62 -4.57  0.567
O14 -3.62 6.76 -4.92  -0.578
O15 -1.95 5.43 -4.24  -0.254
H53 1.02 4.96 -2.72  0.418
H54 -0.63 4.68 -2.12  0.280
H55 0.04 3.64 -3.38  0.299
H56 -0.05 5.42 -5.02  0.254
H57 0.45 7.57 -4.04  0.328
H58 -0.60 7.26 -2.64  0.328
C40 3.76 -6.22 -1.68  -1.386
C41 3.35 -5.44 -0.46  0.581
C42 3.70 -3.97 -0.50  0.285
O16 3.90 -3.66 0.89  -0.342
C43 4.27 -4.80 1.51  0.625
O17 4.70 -4.85 2.62  -0.586
O18 4.10 -5.87 0.71  -0.415
H59 3.38 -5.75 -2.58  0.191
H60 4.84 -6.29 -1.75  0.281
H61 3.37 -7.24 -1.63  0.472
H62 2.29 -5.59 -0.24  0.244
H63 2.90 -3.35 -0.91  0.272
H64 4.62 -3.77 -1.05  -0.248
C44 9.94 -4.60 -1.80  -1.434
C45 8.98 -3.98 -2.79  0.472
C46 8.62 -2.53 -2.52  -0.504
O19 7.29 -2.44 -3.05  -0.304
C47 6.75 -3.68 -3.01  0.666
O20 5.59 -3.92 -3.19  -0.537
O21 7.68 -4.60 -2.72  -0.326
H65 10.83 -3.99 -1.70  0.374
H66 9.46 -4.71 -0.82  0.352
H67 10.24 -5.60 -2.12  0.361
H68 9.35 -4.10 -3.81  0.268
H69 9.27 -1.82 -3.02  0.313
H70 8.59 -2.31 -1.45  0.304
C48 4.76 -4.96 -7.07  -1.297
C49 3.54 -5.82 -6.86  0.465
C50 2.60 -5.33 -5.78  -0.198
O22 2.03 -6.56 -5.29  -0.337
C51 2.91 -7.55 -5.53  0.675
O23 2.84 -8.65 -5.09  -0.539
O24 3.91 -7.11 -6.34  -0.367
H71 4.47 -3.92 -7.23  0.370
H72 5.41 -5.01 -6.20  0.221
H73 5.33 -5.29 -7.93  0.371
H74 3.01 -5.98 -7.80  0.247
H75 1.81 -4.68 -6.15  0.345
H76 3.12 -4.84 -4.96  0.078

Output
Net charge = 0
SMILES = CCCCN(CCCCc1cc(CCCO)cc2c1C(=O)NC2=O)C(=S)SCCC.C[C@@H]1COC(=O)O1.C[C@@H]1COC(=O)O1.C[C@@H]1COC(=O)O1.C[C@@H]1COC(=O)O1.C[C@@H]1COC(=O)O1.C[C@@H]1COC(=O)O1.C[C@@H]1COC(=O)O1

no.,F_max (eV/Å),orbital gap (eV),E (eV)
1,1.12,9.23,-53534.7592
2,3.57,8.57,-15524.4085
3,6.46,10.01,-14857.5847
4,0.99,8.21,-127913.1591